# 1
Molecular formula: C21H20Br2N3O2PS5Tc
Method: DFT, ωB97M-V with the def2-TZVPD basis set

Geometry (Å):
1 Tc 0.1551 0.4252 -0.4788
2 O 1.7678 -2.1336 -6.6586
3 C 1.5056 -1.7181 -5.5845
4 S 2.0019 -0.0933 -5.0022
5 C 1.3062 -0.2305 -3.4304
6 C 0.6301 -1.4197 -3.1276
7 S -0.1137 -1.6981 -1.6257
8 S 0.5669 -2.6351 -4.3579
9 S 1.5336 1.0506 -2.3374
10 Br -0.6826 6.5376 2.2722
11 C -0.3361 4.8919 1.4746
12 C 0.7492 4.1263 1.8730
13 C 0.9453 2.9032 1.2657
14 N 0.1438 2.4248 0.3060
15 C -0.8900 3.1901 -0.1084
16 C -1.1663 4.4176 0.4654
17 C -1.7130 2.6299 -1.2102
18 C -2.6160 3.4017 -1.9195
19 C -3.3450 2.8111 -2.9466
20 Br -4.5533 3.8232 -3.9369
21 C -3.1522 1.4650 -3.2228
22 C -2.2186 0.7723 -2.4814
23 N -1.5016 1.3315 -1.5013
24 H 1.4294 4.4661 2.6392
25 H 1.7784 2.2777 1.5564
26 H -2.0126 5.0030 0.1461
27 H -2.7486 4.4487 -1.7004
28 H -3.7057 0.9654 -4.0041
29 H -2.0352 -0.2760 -2.6699
30 C -1.0792 -2.7697 1.8065
31 P -1.5256 -1.0704 2.1396
32 C -0.7087 -0.5666 3.6448
33 C -3.2886 -0.9931 2.3931
34 O -1.1219 -0.1659 0.9803
35 H -1.4706 -3.4287 2.5799
36 H 0.0066 -2.8629 1.7785
37 H -1.4914 -3.0706 0.8430
38 H -0.9886 -1.2153 4.4729
39 H -0.9909 0.4581 3.8859
40 H 0.3709 -0.6108 3.4958
41 H -3.5718 -1.5902 3.2595
42 H -3.8040 -1.3774 1.5121
43 H -3.5897 0.0411 2.5590
44 S 2.1315 -0.0636 0.8413
45 C 2.8549 -1.6348 0.8817
46 N 2.5894 -2.5941 -0.0233
47 C 3.1656 -3.8196 -0.0282
48 C 4.0829 -4.1464 0.9261
49 C 4.4032 -3.1777 1.8900
50 C 3.8013 -1.9438 1.8716
51 H 1.9209 -2.3644 -0.7615
52 H 2.8540 -4.4819 -0.8232
53 H 4.5467 -5.1204 0.9236
54 H 5.1348 -3.4012 2.6539
55 H 4.0455 -1.1880 2.6033

Output
- Charge: +2
- HOMO-LUMO gap (alpha / beta): 0.2573 / 0.2233 hartree
- Spin multiplicity: 4

Taken from the Mulliken analysis, the atomic charges in e are: number 1, Tc, carries 0.8621; number 2, O, carries -0.4339; number 3, C, carries 0.5593; number 4, S, carries -0.0378; number 5, C, carries 0.3933; number 6, C, carries 0.1093; number 7, S, carries -0.5770; number 8, S, carries -0.0600; number 9, S, carries -0.2916; number 10, Br, carries -0.0687; number 11, C, carries -0.1448; number 12, C, carries -0.8876; number 13, C, carries -0.4186; number 14, N, carries 0.5748; number 15, C, carries 0.7947; number 16, C, carries -0.8173; number 17, C, carries 0.6834; number 18, C, carries -0.9955; number 19, C, carries -0.1926; number 20, Br, carries -0.0670; number 21, C, carries -0.9686; number 22, C, carries -0.4854; number 23, N, carries 0.7804; number 24, H, carries 0.5011; number 25, H, carries 0.4956; number 26, H, carries 0.4819; number 27, H, carries 0.4907; number 28, H, carries 0.4916; number 29, H, carries 0.5878; number 30, C, carries -1.0136; number 31, P, carries 0.9234; number 32, C, carries -1.1005; number 33, C, carries -1.2307; number 34, O, carries -0.5598; number 35, H, carries 0.4573; number 36, H, carries 0.1975; number 37, H, carries 0.3088; number 38, H, carries 0.4470; number 39, H, carries 0.3415; number 40, H, carries 0.2839; number 41, H, carries 0.4280; number 42, H, carries 0.3469; number 43, H, carries 0.3600; number 44, S, carries -0.1783; number 45, C, carries 0.7583; number 46, N, carries 0.3072; number 47, C, carries -0.2014; number 48, C, carries -0.7745; number 49, C, carries -0.1965; number 50, C, carries -0.9067; number 51, H, carries -0.1438; number 52, H, carries 0.4509; number 53, H, carries 0.4391; number 54, H, carries 0.4298; number 55, H, carries 0.4664



# 2
Molecular formula: C21H20Cl2GeHfN2O2
Method: DFT, ωB97M-V with the def2-TZVPD basis set

Geometry (Å):
1 Hf -0.4374 -2.9646 -0.4871
2 Cl -2.0557 -2.8527 1.2407
3 C -1.7187 -2.3235 -2.3223
4 Cl -0.3695 -1.1356 -2.7462
5 H -2.4041 -1.6170 -1.9262
6 H -2.0822 -2.6733 -3.2611
7 N 1.0940 -3.5074 1.4054
8 N 1.5155 -4.8398 1.2652
9 C 1.5366 -5.2859 -0.0614
10 O 2.1434 -6.2608 -0.4004
11 O 0.7442 -4.5391 -0.8234
12 H 1.9502 -2.8992 1.4933
13 H 0.5669 -3.3560 2.2910
14 H 2.2779 -5.1634 1.8343
15 C 0.2493 -1.0632 -1.0135
16 Ge -0.1464 0.5966 -0.1823
17 C 1.1018 1.8959 -0.9359
18 C 2.0680 1.5265 -1.8755
19 C 2.9187 2.4670 -2.4594
20 C 2.8378 3.7903 -2.0732
21 C 1.9416 4.1772 -1.1026
22 C 1.0531 3.2519 -0.5728
23 C -1.9726 1.2474 -0.6213
24 C -3.1568 0.9155 -0.0099
25 C -4.4026 1.4220 -0.4341
26 C -4.4396 2.3030 -1.4830
27 C -3.2546 2.6259 -2.1536
28 C -2.0471 2.0880 -1.7567
29 C 0.4101 0.1818 1.6174
30 C 1.7536 -0.0571 1.8117
31 C 2.2821 -0.4658 3.0228
32 C 1.4565 -0.6472 4.1070
33 C 0.0892 -0.4691 3.9330
34 C -0.4208 -0.0854 2.7002
35 H 2.0913 0.4782 -2.1574
36 H 3.6775 2.1956 -3.1928
37 H 3.5873 4.5337 -2.4024
38 H 1.8648 5.2022 -0.7842
39 H 0.3333 3.5981 0.1898
40 H -3.1171 0.2345 0.8219
41 H -5.3275 1.1063 0.0380
42 H -5.3631 2.7153 -1.8127
43 H -3.2618 3.3737 -2.9620
44 H -1.1134 2.4121 -2.2585
45 H 2.4514 0.0705 0.9640
46 H 3.3623 -0.6381 3.0847
47 H 1.8321 -0.9877 5.0672
48 H -0.5779 -0.6260 4.7729
49 H -1.5215 0.0485 2.6112

Output
- Charge: 0
- Energy relative to the best compared isomer or geometry (same formula, charge and spin): 0.0000 eV
- HOMO-LUMO gap: 0.2880 hartree

Taken from the Mulliken analysis, the atomic charges in e are: number 1, Hf, carries 1.2005; number 2, Cl, carries -0.5065; number 3, C, carries -0.8156; number 4, Cl, carries 0.0590; number 5, H, carries 0.2467; number 6, H, carries 0.4819; number 7, N, carries -0.3465; number 8, N, carries -0.3630; number 9, C, carries 0.6403; number 10, O, carries -0.5994; number 11, O, carries -1.0407; number 12, H, carries 0.2801; number 13, H, carries 0.3151; number 14, H, carries 0.2604; number 15, C, carries -0.1572; number 16, Ge, carries 1.5594; number 17, C, carries -0.5157; number 18, C, carries -0.0298; number 19, C, carries -0.6604; number 20, C, carries -0.3794; number 21, C, carries -0.6386; number 22, C, carries -0.0264; number 23, C, carries 0.1814; number 24, C, carries 0.1466; number 25, C, carries -0.8163; number 26, C, carries -0.4189; number 27, C, carries -0.6355; number 28, C, carries -0.3741; number 29, C, carries -0.0041; number 30, C, carries -0.3353; number 31, C, carries -0.6427; number 32, C, carries -0.3663; number 33, C, carries -0.6993; number 34, C, carries 0.1625; number 35, H, carries 0.2788; number 36, H, carries 0.3699; number 37, H, carries 0.3052; number 38, H, carries 0.3995; number 39, H, carries 0.2979; number 40, H, carries 0.1770; number 41, H, carries 0.3990; number 42, H, carries 0.4142; number 43, H, carries 0.3486; number 44, H, carries 0.2085; number 45, H, carries 0.3021; number 46, H, carries 0.3911; number 47, H, carries 0.3859; number 48, H, carries 0.4094; number 49, H, carries 0.1510



no.,maximum force (eV Å⁻¹)
1,0.324
2,2.385